A molecular structure, C24H64BF4O8V at a distorted geometry, computed with ωB97M-V/def2-TZVPD.

Cartesian coordinates (Å):
V  -0.409  1.081  -1.871
B  0.591  0.228  1.251
F  -0.334  -0.387  2.126
F  1.375  -0.825  0.850
F  -0.031  0.747  0.184
F  1.327  1.256  1.867
C  1.492  4.438  -0.383
C  0.072  3.905  -0.350
C  -0.936  5.027  -0.166
O  -0.281  3.264  -1.530
H  1.702  5.196  -1.138
H  2.167  3.606  -0.580
H  1.790  4.832  0.588
H  0.080  3.187  0.470
H  -0.815  5.710  -1.007
H  -0.807  5.548  0.783
H  -1.952  4.651  -0.042
H  -0.310  3.901  -2.248
C  -3.688  3.511  2.100
C  -2.424  2.645  2.386
C  -2.363  2.107  3.817
O  -2.443  1.527  1.559
H  -4.596  2.930  2.262
H  -3.800  3.872  1.077
H  -3.721  4.352  2.793
H  -1.454  3.094  2.175
H  -3.336  1.668  4.037
H  -2.143  2.966  4.451
H  -1.621  1.314  3.913
H  -1.822  0.903  1.942
C  2.529  -5.595  1.356
C  1.814  -4.246  1.627
C  2.134  -3.611  2.962
O  2.187  -3.382  0.584
H  3.608  -5.456  1.284
H  2.138  -6.013  0.429
H  2.259  -6.330  2.114
H  0.742  -4.345  1.458
H  3.165  -3.258  2.933
H  1.927  -4.316  3.767
H  1.470  -2.781  3.205
H  1.581  -2.638  0.581
C  0.119  -3.042  -2.101
C  -0.636  -1.956  -2.770
C  -1.864  -2.424  -3.487
O  -1.001  -1.103  -1.686
H  -0.393  -3.491  -1.250
H  1.062  -2.668  -1.702
H  0.331  -3.848  -2.804
H  -0.004  -1.347  -3.417
H  -2.417  -1.549  -3.829
H  -2.566  -3.054  -2.941
H  -1.505  -2.993  -4.344
H  -1.341  -1.615  -0.948
C  2.801  2.896  -3.184
C  2.245  1.475  -3.192
C  3.292  0.415  -3.596
O  1.812  1.066  -1.975
H  3.330  3.127  -4.108
H  3.412  3.026  -2.290
H  2.010  3.645  -3.166
H  1.467  1.402  -3.953
H  3.742  0.725  -4.539
H  2.905  -0.604  -3.597
H  4.125  0.412  -2.892
H  2.578  0.914  -1.416
C  -3.438  -3.746  1.177
C  -2.590  -2.620  1.759
C  -1.919  -2.996  3.071
O  -1.599  -2.266  0.800
H  -2.843  -4.563  0.771
H  -4.143  -3.529  0.374
H  -4.126  -4.167  1.911
H  -3.229  -1.763  1.969
H  -1.448  -2.163  3.593
H  -1.197  -3.811  3.021
H  -2.708  -3.337  3.741
H  -1.012  -1.608  1.181
C  -4.158  -0.334  -0.963
C  -3.804  0.935  -1.764
C  -4.779  2.038  -1.347
O  -2.585  1.309  -1.278
H  -3.438  -1.142  -1.092
H  -5.142  -0.691  -1.265
H  -4.230  -0.167  0.111
H  -3.795  0.772  -2.842
H  -5.823  1.799  -1.548
H  -4.520  2.966  -1.857
H  -4.720  2.207  -0.272
H  -2.707  1.671  -0.397
C  4.806  -0.547  1.609
C  4.817  0.625  0.613
C  5.734  0.327  -0.596
O  3.528  0.767  0.140
H  5.833  -0.744  1.919
H  4.533  -1.496  1.147
H  4.216  -0.323  2.498
H  5.120  1.540  1.120
H  5.829  1.226  -1.205
H  5.518  -0.561  -1.190
H  6.731  0.202  -0.173
H  2.922  0.502  0.835

<S²> ... 3.753
Orbital gap (spin up / spin down) ... 7.8 / 7.8 eV
E_HOMO (spin up / spin down) ... -11.51 / -11.51 eV
Spin multiplicity ... 4
Net charge ... +1

Mulliken atomic charge list, values in e, 4 entries: V 0.52; B -1.46; F -0.94; F 0.74

---

A single C3H5NOS molecule at a distorted geometry, computed with ωB97M-V/def2-TZVPD.

Cartesian coordinates (Å):
C  0.842  0.002  0.649
N  -0.308  0.794  0.273
C  -1.481  0.432  -0.699
S  -2.359  1.990  -0.261
C  -0.775  1.973  0.687
O  -0.352  2.752  1.484
H  0.737  -0.938  0.135
H  1.668  0.669  0.319
H  1.007  -0.332  1.717
H  -1.068  0.343  -1.829
H  -2.072  -0.407  -0.564

Orbital gap ... 10.0 eV
E_HOMO ... -9.50 eV
Net charge ... 0

natural (NBO) atomic charge list, values in e, 4 entries: C -0.42; N -0.45; C -0.31; S 0.12

---

Here are the calculated energy above the lowest of the compared OMol25 structures with the same formula, charge and spin numbers, same order: 0.0000, 1.4265 (eV).